<a>
Below is C4H10N2O2 in the gas phase, with properties calculated with ωB97M-V with the def2-TZVPD basis set.

Each line ends with the Löwdin charge.
Atoms and positions in Å:
1 N 2.55 0.54 1.39  -0.019
2 C 1.78 0.09 0.23  -0.281
3 C 0.27 0.32 0.56  -0.160
4 C -0.76 -0.46 -0.26  -0.331
5 N -0.41 -0.22 -1.67  0.064
6 C -2.18 0.02 -0.06  -0.441
7 O -2.69 1.08 0.09  0.134
8 O -2.95 -1.13 -0.42  0.037
9 H 3.07 1.35 1.13  0.055
10 H 2.72 -0.09 2.13  0.055
11 H 2.18 0.66 -0.61  0.101
12 H 2.01 -0.96 -0.05  0.110
13 H 0.07 1.47 0.60  0.149
14 H 0.13 0.08 1.64  0.112
15 H -0.69 -1.54 -0.14  0.145
16 H -0.52 0.70 -2.03  0.082
17 H -0.71 -0.91 -2.34  0.085
18 H -3.88 -0.99 -0.20  0.104

## Properties
LUMO: 0.8 eV
HOMO: -8.686 eV

***

<b>
Below is a molecular structure, C4H10N2O2, with properties calculated with ωB97M-V with the def2-TZVPD basis set.

Each line ends with the Löwdin charge.
Atoms and positions in Å:
1 C 0.46 1.09 1.62  -0.128
2 C -0.26 -0.04 0.95  -0.306
3 C -0.70 -1.10 1.62  -0.039
4 H -1.00 0.33 -0.28  0.153
5 H 1.49 1.17 1.24  0.068
6 H 0.49 1.01 2.71  0.067
7 H -0.02 2.05 1.39  0.070
8 H -0.51 -1.25 2.68  0.050
9 H -1.23 -1.92 1.15  0.033
10 N -0.76 0.49 -1.54  -0.057
11 C 0.54 -0.29 -1.18  -0.566
12 N 0.36 -1.64 -1.40  0.162
13 O -0.50 1.86 -1.73  -0.032
14 O 1.59 0.31 -1.33  0.073
15 H 0.40 1.96 -1.33  0.100
16 H -1.17 0.16 -2.42  0.152
17 H -0.39 -2.06 -0.86  0.084
18 H 1.22 -2.15 -1.29  0.116

## Properties
LUMO: 0.7 eV
HOMO: -8.413 eV

***

<c>
Below is 2 unconnected molecules or ions with the total composition C4H10N2O2, with properties calculated with ωB97M-V with the def2-TZVPD basis set.

Each line ends with the Löwdin charge.
Atoms and positions in Å:
1 C -1.21 -0.43 3.21  -0.008
2 C -0.69 -0.29 1.79  -0.601
3 N -0.76 -1.35 0.97  0.166
4 O -0.22 0.76 1.40  0.021
5 H -2.28 -0.56 3.12  0.078
6 H -1.10 0.54 3.65  0.071
7 H -0.68 -1.19 3.79  0.083
8 H -0.17 -1.32 0.16  0.041
9 H -0.88 -2.25 1.41  0.103
10 C 0.50 0.69 -3.19  -0.008
11 C 0.79 0.14 -1.83  -0.583
12 N 1.56 0.94 -1.05  0.167
13 O 0.46 -0.97 -1.47  0.022
14 H -0.33 0.22 -3.71  0.085
15 H 1.44 0.81 -3.76  0.092
16 H 0.28 1.77 -3.06  0.080
17 H 1.57 0.61 -0.09  0.095
18 H 1.73 1.87 -1.35  0.096

## Properties
LUMO: 0.9 eV
HOMO: -9.493 eV

***

<d>
Below is 2 unconnected molecules or ions with the total composition C4H10N2O2, with properties calculated with ωB97M-V with the def2-TZVPD basis set.

Each line ends with the Löwdin charge.
Atoms and positions in Å:
1 N 1.53 -1.54 -0.92  0.152
2 C 1.13 -1.13 0.36  -0.588
3 O 1.82 -1.34 1.35  0.069
4 N -0.33 -1.14 0.44  -0.072
5 O -1.13 -1.92 -0.42  -0.036
6 H 2.54 -1.57 -0.99  0.109
7 H 1.08 -1.06 -1.68  0.096
8 H -0.68 -1.01 1.39  0.144
9 H -0.57 -2.64 -0.74  0.095
10 C 0.82 1.35 0.14  -0.064
11 C -0.46 1.13 -0.31  -0.250
12 C -1.70 1.59 0.41  -0.106
13 H 1.64 1.47 -0.56  0.056
14 H 0.98 1.70 1.16  0.064
15 H -0.60 0.95 -1.37  0.101
16 H -2.52 0.89 0.25  0.070
17 H -2.02 2.56 0.00  0.081
18 H -1.52 1.71 1.48  0.078

## Properties
LUMO: 0.8 eV
HOMO: -8.067 eV

***

Result of the stability comparison: <c> is the most stable of them.